Record 1
The following is a quantum chemistry calculation of a cluster of 2 separate species, C4H9PS in total in a non-equilibrium geometry, from the OMol25 dataset.

Each line ends with the Löwdin charge.
Atoms and positions in Å:
1 S 0.572 -1.028 -0.811  0.71
2 C 1.521 -0.049 0.361  -0.64
3 C 3.009 0.221 -0.011  -0.17
4 C 1.998 1.378 -0.034  -0.17
5 H -0.375 -0.174 -0.843  -0.26
6 H 1.127 -0.120 1.356  0.07
7 H 3.132 -0.160 -0.982  0.05
8 H 3.770 0.023 0.806  0.12
9 H 1.898 1.711 -1.011  0.06
10 H 2.010 2.225 0.785  0.14
11 C -3.711 -1.458 0.113  -0.42
12 P -3.056 0.087 0.152  0.73
13 H -3.007 -2.231 0.278  -0.04
14 H -4.747 -1.480 -0.094  -0.04
15 H -4.142 1.054 -0.065  -0.14

Values from the calculation:
LUMO energy = 0.0022 Eh
Total energy = -24414.5669 eV
Structure (SMILES) = SC1CC1.C=P

Record 2
The following is a quantum chemistry calculation of an isolated molecule of C4H9PS2 in a non-equilibrium geometry, from the OMol25 dataset.

Each line ends with the Löwdin charge.
Atoms and positions in Å:
1 C -0.894 0.081 -0.732  -0.49
2 C 2.759 0.323 0.311  -0.14
3 C 0.483 0.632 -0.440  -0.35
4 C 1.351 -0.094 0.593  -0.34
5 P -3.560 -0.724 -0.343  0.06
6 S -1.446 -1.189 0.196  0.63
7 S -4.415 0.716 0.583  0.11
8 H 2.930 1.488 0.437  0.12
9 H 3.475 0.026 1.032  0.05
10 H 3.067 0.087 -0.682  0.06
11 H 1.037 0.623 -1.444  0.13
12 H 0.497 1.695 -0.052  0.14
13 H 1.284 -1.175 0.569  0.08
14 H 0.956 0.202 1.552  0.10
15 H -3.536 -0.688 -1.660  -0.08
16 H -3.988 -2.003 0.082  -0.07

Values from the calculation:
LUMO energy = -0.0118 Eh
Total energy = -35250.0366 eV

Record 3
The following is a quantum chemistry calculation of a cluster of 2 separate species, C4H9S in total in a non-equilibrium geometry, from the OMol25 dataset.

Each line ends with the Löwdin charge.
Atoms and positions in Å:
1 C 0.041 -0.116 0.238  -0.25
2 C -0.079 -1.233 -0.516  -0.19
3 C -0.428 -1.093 -1.996  -0.14
4 C 0.448 -0.098 1.664  -0.20
5 H -0.119 0.889 -0.274  0.00
6 H 0.076 -2.247 -0.066  0.09
7 H 0.352 -1.478 -2.657  0.05
8 H -1.366 -1.586 -2.261  0.05
9 H -0.532 -0.043 -2.207  0.05
10 H 0.562 -1.115 2.066  0.06
11 H -0.184 0.472 2.331  0.02
12 H 1.466 0.406 1.700  0.08
13 S 0.097 2.993 0.998  -0.14
14 H -0.335 4.249 0.981  -0.48

Values from the calculation:
Net charge = -1
LUMO energy = 0.1431 Eh
Total energy = -15129.3652 eV

The records above yield E_HOMO values of -8.92, -8.20, -2.61 eV, respectively.
The records above yield frontier orbital gap values of 0.32991, 0.28960, 0.23898 Eh, respectively.
The records above yield ΔE to the lowest compared entry with this formula, charge and spin values of 78.6, 52.2, 6.6 kcal per mole, respectively.